# 1
# H21O10

A cluster of 10 separate species, H21O10 in total in a non-equilibrium geometry (wB97M-V/def2-TZVPD, the OMol25 dataset).

```
! wB97M-V def2-TZVPD RIJCOSX def2/J DEFGRID3
* xyz 1 1
O 1.08532 0.12791 0.45358
H -1.01836 1.71062 -1.75021
H 3.34417 -0.33906 -0.60161
O 1.31430 -3.06903 -0.89442
H -2.94536 -2.00839 0.36932
H 0.84721 -3.73751 -1.41310
O 3.24165 -0.38253 -1.56407
H 0.39118 1.17848 4.25464
H -2.10476 -0.18951 0.22062
O -0.76028 3.09323 -1.63925
H -1.14572 3.05465 -2.52570
H 0.20894 3.01512 -1.64266
O -1.22973 0.69609 -2.11497
H 2.03599 -3.61446 -0.55184
H -0.40873 0.25911 -1.81956
O -1.30396 0.43299 2.59507
H -1.09254 -0.30511 2.02490
H -1.78966 0.18754 3.38395
O -2.16727 -2.48563 0.06717
H -2.00522 1.30148 0.75951
H -2.03884 -3.27689 0.59586
O -2.39373 0.71864 0.09371
H -2.04324 0.61426 -1.46706
H 0.98993 0.30289 1.40683
O 1.32834 1.46528 -1.90680
H 0.99809 -0.83025 0.34616
O 0.74346 0.35642 3.89731
H 1.59357 0.27337 4.35016
H 1.87606 0.69142 -2.15486
H 2.66155 -1.16190 -1.57624
H 1.78765 1.92079 -1.19644
*
```

Output
E_tot   -20809.0078 eV
Largest force on an atom   1.74 eV/A

# 2
# H21O11

A cluster of 11 separate species, H21O11 in total in a non-equilibrium geometry (wB97M-V/def2-TZVPD, the OMol25 dataset).

```
! wB97M-V def2-TZVPD RIJCOSX def2/J DEFGRID3
* xyz -1 1
O -3.75675 -1.00242 1.59315
H -4.00478 -1.57165 0.86286
H -4.45932 -1.02074 2.24297
O 2.55085 -1.72631 -4.03064
H 3.01259 -2.22273 -3.34043
H 1.72388 -1.53282 -3.57279
O -3.33051 0.55191 -1.89579
H 1.53179 3.14911 1.74097
H 3.39502 0.14015 1.40804
O -0.11044 2.79864 -1.57745
H 0.77656 3.18148 -1.57519
H 0.04838 1.75191 -1.45422
O 0.18957 -2.40999 0.77666
H 0.88921 -1.88248 0.32278
H -3.19826 0.99674 1.75766
O 2.56336 0.61502 1.39074
H 2.12120 0.35157 0.48044
H -1.87181 0.55193 0.83239
O -2.66235 1.12544 0.98651
H -3.58596 0.66387 -0.96453
O 2.23838 3.80569 1.59954
H -2.40242 0.45503 -1.79919
H 2.09069 3.99288 0.65978
O 1.25715 -1.98046 3.46375
H 0.39450 -1.66115 3.71604
H 1.55989 -1.70117 2.60013
O 1.66643 -0.43949 -0.68023
H -0.50016 -2.08250 0.18141
H 2.04993 -0.05339 -1.47394
O -0.48987 -1.07816 -1.50260
H 0.34858 -1.54748 -1.68091
H -0.03531 -0.21843 -1.06789
*
```

Output
E_tot   -22863.8358 eV
Largest force on an atom   3.79 eV/A

- largest force on an atom of number 2 (H21O11)?
  3.79 eV/A

- The lowest E_tot belongs to which entry?
  H21O11

- Number 2 is which compound?
  H21O11